{
  "formula": "C5H14NO2",
  "method": "the ωB97M-V functional and the def2-TZVPD basis",
  "e_above_lowest_kj_mol": 288.70,
  "s_squared": 0.752,
  "gap_ha": [0.1558, 0.3488],
  "multiplicity": 2,
  "symbols": ["C", "H", "H", "H", "N", "H", "H", "H", "O", "O", "H", "C", "H", "H", "H", "H", "H", "C", "C", "H", "C", "H"],
  "xyz": [[-0.2990, -0.4115, 0.4172], [1.0173, -2.1192, -2.2188], [-0.3214, 1.6395, -0.4615], [0.2484, 4.9852, 3.8421], [1.0964, -1.9242, -1.1853], [1.8512, -1.2406, -1.0825], [-1.4432, 0.2919, -1.4729], [0.0476, -0.5945, 2.6282], [-0.7011, -0.7818, -3.0530], [-0.2269, 4.2366, 3.4930], [-1.0430, 4.2450, 4.1091], [0.4636, -0.9555, 1.6419], [-0.9445, -2.3481, -0.4656], [1.5703, -0.6456, 1.7214], [0.7725, 1.4299, 0.9626], [1.0556, 0.6963, -0.6333], [-1.3072, -0.2789, 0.7124], [0.3638, 0.9347, -0.0096], [-0.2439, -1.5125, -0.7348], [1.2770, -2.7905, -0.7990], [-0.8872, -0.6212, -1.8973], [0.5848, -2.0433, 1.4308]],
  "mulliken_charge": [0.3535, 0.5030, 0.4145, 0.3146, -0.6754, 0.5760, 0.2811, 0.3693, -0.5522, -0.6404, 0.3287, -1.5285, -0.0067, 0.3355, 0.3303, 0.5794, 0.4329, -1.6278, -0.9399, 0.8759, -0.1260, 0.4022]
}

{
  "formula": "C5H14NO2",
  "method": "the ωB97M-V functional and the def2-TZVPD basis",
  "e_above_lowest_kj_mol": 58.24,
  "s_squared": 0.759,
  "gap_ha": [0.3975, 0.2760],
  "multiplicity": 2,
  "symbols": ["H", "H", "C", "C", "H", "H", "C", "C", "H", "H", "H", "H", "H", "N", "H", "O", "H", "H", "H", "C", "H", "O"],
  "xyz": [[-1.4917, -0.0320, -1.5922], [-4.4182, -1.2814, 0.2792], [1.3555, 0.4934, 0.9521], [-0.0037, 0.0025, 0.4392], [1.9831, -1.6447, -1.0947], [0.1421, -0.6649, -0.3983], [2.4463, -0.5898, 0.8012], [2.6789, -0.9251, -0.6709], [-1.2241, 1.7066, -1.9184], [3.6021, -1.4973, -0.7614], [-1.4538, 1.5180, 0.7510], [1.6396, 1.3429, 0.3276], [1.2703, 0.7806, 2.0023], [-0.8324, 1.1348, 0.0460], [-0.4908, -0.5925, 1.2257], [-2.8838, 1.1832, -0.7888], [2.8689, -0.0253, -1.2649], [3.3262, -0.1910, 1.2757], [1.9943, -1.4659, 1.2667], [-1.6309, 0.9810, -1.2054], [-4.0810, 0.1606, -0.0210], [-4.7969, -0.3936, 0.3495]],
  "mulliken_charge": [0.2650, 0.2789, -0.6211, -0.4401, 0.3453, 0.2339, -0.4203, -1.1858, 0.2608, 0.3688, 0.2726, 0.3513, 0.2995, -0.1706, 0.2229, -0.5942, 0.2886, 0.3605, 0.2685, -0.1876, 0.4659, -0.6627]
}

{
  "formula": "C5H14NO2",
  "method": "the ωB97M-V functional and the def2-TZVPD basis",
  "e_above_lowest_kj_mol": 216.85,
  "total_charge": 1,
  "gap_ha": 0.3743,
  "multiplicity": 1,
  "symbols": ["O", "H", "O", "H", "H", "H", "H", "C", "H", "H", "H", "H", "N", "C", "C", "C", "H", "H", "C", "H", "H", "H"],
  "xyz": [[-2.2309, -0.9406, 2.0265], [0.8234, -0.4777, -2.3106], [1.4982, -0.1492, 1.6319], [1.9601, -1.6249, -0.4577], [-3.3879, 1.4828, -0.8691], [1.3389, 1.0839, -1.8243], [-1.7019, -1.7182, 2.2538], [2.0719, -0.5569, -0.6658], [-2.3832, 1.6145, 0.2802], [2.5878, 1.1202, 0.6652], [3.4560, -0.4779, 0.9340], [-2.8345, 0.1028, 0.1315], [-2.6453, 0.9370, -0.4332], [0.9565, 0.1319, -1.4498], [2.5422, 0.0391, 0.6527], [-0.3256, 0.3510, -0.6966], [-0.2220, 0.2304, 0.3787], [2.9100, -0.5679, -1.3642], [-1.4524, 0.6491, -1.2988], [-2.7906, -1.0087, 2.8037], [1.4469, -1.0463, 1.9602], [-1.6177, 0.8257, -2.3485]],
  "mulliken_charge": [-0.6118, 0.3825, -0.5296, 0.3582, 0.3586, 0.2988, 0.3135, -0.6442, 0.3758, 0.2882, 0.3451, 0.3406, -0.2445, -0.6815, -0.5271, -0.1802, 0.4526, 0.3606, -0.4350, 0.3002, 0.2923, 0.3870]
}

{
  "formula": "C5H14NO2",
  "method": "the ωB97M-V functional and the def2-TZVPD basis",
  "e_above_lowest_kj_mol": 266.08,
  "total_charge": 1,
  "gap_ha": 0.3414,
  "multiplicity": 1,
  "symbols": ["H", "H", "C", "H", "C", "H", "O", "H", "H", "H", "O", "C", "H", "H", "H", "N", "H", "C", "H", "H", "C", "H"],
  "xyz": [[1.4190, -0.4003, 2.7632], [-3.1535, 2.3534, -0.7967], [1.8827, -0.7901, -0.6417], [-1.5376, -1.5339, -0.6138], [0.6709, 0.2031, 2.2563], [0.2711, -2.5546, 1.5271], [0.7004, 1.7461, -2.3114], [-2.1402, 3.5837, -0.5671], [0.0025, 0.8857, 0.4431], [0.8593, 2.4679, -2.9440], [-2.2673, 2.6452, -0.5454], [-1.4257, -2.0768, 0.3202], [-0.1910, 1.9157, -2.0045], [-1.9099, -1.4819, 1.0931], [2.3038, 0.2076, -0.7141], [0.4134, 0.1613, 1.0274], [0.4509, -3.0467, -0.1405], [0.1130, -2.2264, 0.4931], [-1.8424, -3.0704, 0.1895], [2.4342, -1.5767, -1.1355], [0.8997, -1.0011, 0.2017], [0.3550, 0.9644, 2.9640]],
  "mulliken_charge": [0.3011, 0.3225, -0.8787, 0.3290, -0.1128, 0.2843, -0.6013, 0.3201, 0.2150, 0.3074, -0.6286, -1.0928, 0.3108, 0.3099, 0.2493, 0.1867, 0.4092, -0.5358, 0.3639, 0.3223, 0.3320, 0.2864]
}